24
Properties=species:S:1:pos:R:3:forces:R:3 method="wB97M-V/def2-TZVPD" relative_energy_ev=4.913 lumo_energy_ev=-11.637 homo_lumo_gap_ev=6.57 total_charge=+2
C 0.477841 1.045340 -1.731965 0.0 0.5 -1.7
C -1.061936 -0.344452 -0.979154 -0.6 0.6 -1.1
C -0.761024 -1.830387 -0.977319 4.6 -0.2 0.7
C -0.840017 0.111003 -3.559564 1.9 -1.1 -0.9
C 1.442122 1.632217 0.551006 0.2 3.0 -1.6
C 1.195247 -0.468788 3.878927 1.0 -1.0 -3.3
N -0.462142 0.303371 -2.150543 -1.1 0.2 0.4
N 0.505624 1.052232 -0.357392 -2.2 -2.7 0.9
N -0.419242 0.302932 0.102006 0.6 0.3 0.1
H 1.102533 1.582841 -2.408798 0.7 0.6 0.0
H -2.151807 -0.263251 -1.044369 -0.1 0.5 0.5
H -1.422460 -2.403233 -0.434212 -1.5 -1.0 1.4
H 0.331359 -2.026912 -0.600702 -2.0 0.4 -0.2
H -0.667576 -2.207498 -1.954372 -0.5 -0.3 -1.5
H -0.265479 0.855568 -4.133854 -0.6 -0.2 0.1
H -0.324819 -0.861044 -3.753374 -0.7 0.4 -0.5
H -1.900641 0.066116 -3.866080 0.4 0.2 0.9
H 1.029049 2.643345 0.739669 0.6 -0.2 0.1
H 2.413085 1.672570 0.071369 0.2 0.1 0.1
H 1.410347 1.068348 1.404712 0.1 -1.3 2.2
H 0.263073 -0.093621 4.144581 -1.8 0.0 0.8
H 1.238432 -0.409670 2.714506 0.2 0.1 1.7
H 1.457080 -1.502206 4.069716 -0.6 -0.2 0.4
H 1.927944 0.131043 4.325835 1.2 1.0 0.4



33
Properties=species:S:1:pos:R:3:forces:R:3 method="wB97M-V/def2-TZVPD" relative_energy_ev=3.004 lumo_energy_ev=-0.576 homo_lumo_gap_ev=9.78
C -3.230238 1.154042 -1.472908 -0.2 -0.8 -0.6
N -2.875028 -0.312338 -1.477778 -3.0 -2.4 -1.6
O -2.703448 -0.890568 -0.425898 -2.1 0.0 -0.1
O -2.904118 -0.922268 -2.581628 0.4 1.8 2.1
H -3.885798 1.393402 -0.635618 0.4 -0.3 0.2
H -3.807148 1.241732 -2.393548 0.5 0.5 0.0
H -2.273268 1.675002 -1.442458 -0.3 0.3 -0.2
C -0.364098 -2.936858 1.204192 1.8 -0.2 0.3
N -0.901158 -2.597288 2.547322 -0.1 0.0 2.4
O -0.219468 -1.900168 3.315352 -0.6 -1.4 -1.5
O -1.955098 -3.118678 2.915332 0.8 0.5 -1.1
H 0.108132 -2.059548 0.762122 -1.3 0.0 -0.3
H -0.984218 -3.626608 0.631672 -0.3 0.7 0.1
H 0.593832 -3.422708 1.389692 -0.2 -0.8 0.6
C 2.115612 2.243462 -1.525298 -1.0 1.2 2.3
N 2.837392 1.150622 -2.158878 1.0 1.3 -0.6
O 2.505852 1.024212 -3.315258 0.1 -1.4 -0.8
O 3.800162 0.633412 -1.611918 -1.1 0.0 -0.2
H 1.545092 1.864262 -0.677468 0.5 0.0 -0.3
H 1.382602 2.745072 -2.157098 0.6 -0.4 -0.5
H 2.807182 2.966962 -1.093568 0.3 -0.2 -0.3
C 2.022002 1.113562 2.644772 0.1 -0.9 0.7
O 1.770832 0.714422 1.267842 3.3 1.3 0.7
C 0.686892 0.164862 0.886202 -4.4 -0.1 1.9
O -0.259868 -0.056478 1.657182 1.4 0.6 -2.4
O 0.684192 0.040252 -0.453838 1.3 -1.1 0.7
C -0.502768 -0.399878 -1.085578 0.7 1.3 -0.3
H 1.632692 0.411422 3.382022 -0.8 0.0 -0.4
H 1.690342 2.123062 2.887702 -0.3 -0.1 -0.5
H 3.087942 1.040112 2.860352 0.1 0.2 -0.9
H -0.408918 -0.082038 -2.123978 0.1 0.3 0.1
H -1.316418 0.098332 -0.558448 1.9 0.0 -0.1
H -0.679708 -1.472798 -1.160588 0.4 0.0 0.6



25
Properties=species:S:1:pos:R:3:forces:R:3 method="wB97M-V/def2-TZVPD" relative_energy_ev=2.488 lumo_energy_ev="0.555 / 0.555" homo_lumo_gap_ev="9.00 / 9.00"
C 2.986976 0.960932 -0.750750 -1.3 2.1 1.2
C 2.323535 -0.315742 -0.612546 -0.4 -2.2 2.5
S 0.902248 -0.514081 0.551748 0.9 2.3 -0.7
N 1.192940 0.322102 1.843751 1.1 0.9 -4.3
N 0.796879 -2.010386 0.526203 -1.6 -2.8 1.7
N -0.471727 0.520446 -0.721249 2.2 -0.9 2.1
C -1.197658 1.291722 0.269641 -3.1 0.6 -2.0
C -2.404706 0.440028 0.846006 1.3 0.2 -1.4
C -2.267840 -0.803612 -0.061184 -1.1 -1.0 0.8
C -1.459881 -0.402204 -1.298053 1.1 -0.5 1.5
H 2.320667 1.705121 -1.291220 0.9 -0.8 0.8
H 3.165284 1.248056 0.305379 0.7 0.7 -0.9
H 3.824302 0.720148 -1.356242 1.2 0.5 -0.2
H 2.984042 -1.179078 -0.301734 -0.7 1.1 -0.2
H 1.888590 -0.527543 -1.504912 -1.5 -1.3 -2.6
H 0.775172 -0.048369 2.615871 -1.6 -1.3 2.7
H 0.306813 -2.517775 1.347504 1.0 1.5 -1.9
H -1.681571 2.085589 -0.394829 0.7 -0.3 1.3
H -0.670093 1.663514 1.095022 1.4 0.9 0.5
H -3.344427 0.967683 0.568684 0.5 -0.3 1.2
H -2.156348 0.184082 1.911320 -1.1 0.4 -0.9
H -1.577266 -1.459975 0.537609 -1.2 -0.2 -1.0
H -3.310214 -1.213661 -0.245234 1.5 -0.1 0.1
H -0.951038 -1.227466 -1.804419 0.0 -0.1 0.3
H -1.974687 0.110465 -2.076371 -0.8 0.7 -0.5



25
Properties=species:S:1:pos:R:3:forces:R:3 method="wB97M-V/def2-TZVPD" relative_energy_ev=2.265 lumo_energy_ev="-10.070 / -10.069" homo_lumo_gap_ev="7.91 / 7.91" total_charge=+2
C -0.467317 -0.374107 -0.281830 -1.1 2.0 1.5
C 1.899416 1.475399 1.701675 4.1 -1.5 -0.6
C -2.705102 -0.050145 -0.812820 -0.8 -0.1 -1.7
C -2.062846 0.404834 1.489904 0.3 2.4 0.3
C 1.735134 -1.146331 0.590780 2.3 -3.5 -0.9
C 1.028954 -0.723310 -2.868828 1.1 -0.1 0.5
N 0.823993 0.981969 1.006833 -2.3 -0.5 -0.8
N -1.652870 0.069829 0.185837 3.0 -3.4 -3.6
N 0.697754 -0.183614 0.562250 0.4 2.3 -0.3
S -0.422465 -0.917911 -1.869263 -1.4 -1.0 -1.0
H 2.842006 0.742550 1.823931 -2.2 1.8 0.1
H 1.552212 1.976102 2.579688 -0.4 0.0 1.1
H 2.207549 2.401783 1.152763 -0.1 -0.5 -0.1
H -2.538888 0.682590 -1.672394 0.0 -1.1 1.0
H -3.451668 0.364814 -0.226414 -2.5 0.4 0.2
H -2.998835 -1.111886 -1.213037 0.8 1.9 1.0
H -2.774476 -0.196221 1.981267 -0.7 -1.2 0.2
H -2.471257 1.407287 1.362930 -0.5 0.1 0.2
H -1.212012 0.608246 2.056716 1.2 -0.2 1.4
H 1.990366 -1.385853 1.620279 0.1 0.2 0.2
H 2.708229 -0.835196 0.047628 -1.7 -0.2 0.7
H 1.395245 -2.172129 0.176839 0.3 1.9 0.4
H 1.236279 0.285120 -3.109368 0.2 1.4 0.4
H 0.753110 -1.089027 -3.854232 -0.3 -0.9 0.2
H 1.887490 -1.214792 -2.431135 0.2 -0.2 -0.3



27
Properties=species:S:1:pos:R:3:forces:R:3 method="wB97M-V/def2-TZVPD" s_squared=3.768 multiplicity=4 relative_energy_ev=0.000 lumo_energy_ev="-3.549 / -3.696" homo_lumo_gap_ev="6.04 / 5.93" total_charge=+1
C -1.130283 1.548792 0.420928 -1.2 2.5 0.5
Re 0.638547 0.073355 0.129385 -2.7 0.0 -2.3
N 1.446675 -1.710613 -0.842542 0.5 -0.9 0.0
H 0.903230 0.736710 -1.403309 0.0 0.2 0.2
H 2.474508 -1.670829 -0.904514 -0.5 0.0 0.0
H -1.346100 0.596326 -0.114561 2.0 -1.5 -0.4
H -1.565279 2.132048 -0.380213 -0.1 0.7 -0.2
H -0.456046 2.286286 0.937729 0.3 -1.3 -0.6
H -1.935336 1.412566 1.121640 -0.4 0.2 0.7
H 1.208195 -2.560082 -0.309881 0.2 0.4 -0.3
H 1.095664 -1.853214 -1.796810 0.2 0.2 0.5
C 2.824621 -0.619141 4.381105 0.3 0.2 0.2
N 1.490736 -0.940521 3.846881 0.0 -0.2 1.2
C 0.480536 -1.450342 4.644171 -0.1 0.4 -1.4
C -0.775078 -1.643021 4.129306 0.4 -0.4 1.9
C -1.008966 -1.390103 2.777966 1.0 0.4 -2.0
N 0.051424 -1.103076 1.982718 -0.1 0.6 1.1
C 1.229622 -0.689578 2.558942 -0.4 0.0 -2.2
O 1.991121 -0.074393 1.743899 0.9 -0.9 2.7
N -2.202100 -1.409333 2.184009 -0.9 -0.5 1.0
H 2.852568 -0.932985 5.424415 0.0 0.0 -0.1
H 3.011116 0.464038 4.333294 -0.1 -0.4 -0.1
H 3.605140 -1.162366 3.828273 -0.4 0.3 0.1
H 0.784049 -1.625626 5.659306 -0.2 -0.1 0.3
H -1.576371 -2.013013 4.761923 0.2 0.1 0.0
H -3.051906 -1.652215 2.710700 0.8 0.2 -0.5
H -2.288887 -1.161170 1.209941 0.2 -0.1 0.0



26
Properties=species:S:1:pos:R:3:forces:R:3 method="wB97M-V/def2-TZVPD" relative_energy_ev=1.129 lumo_energy_ev="3.649 / 3.649" homo_lumo_gap_ev="6.78 / 6.78" total_charge=-1
C 0.099165 -1.938089 -2.022709 -2.4 0.5 -0.3
C -0.926138 -1.072653 -1.345374 1.1 0.8 2.4
C -0.216401 -0.019959 -0.420473 -1.6 -0.6 0.1
N 0.279700 -0.529589 0.882973 0.7 -2.4 0.2
N 1.381665 0.228839 1.335968 1.6 -2.0 0.4
N 2.463050 -0.533888 1.485441 -0.5 0.4 -0.8
N 3.488840 0.014476 1.992807 -0.1 2.3 0.8
S 2.538755 -2.236514 1.023461 0.0 -0.2 0.0
C -1.119967 1.158176 -0.080646 -2.2 0.7 -0.5
C -2.250467 0.929014 0.999416 3.0 2.4 -0.4
C -0.171865 2.285802 0.267676 -1.4 0.8 -2.9
H 0.954267 -1.434806 -2.315574 1.6 1.3 -0.4
H 0.360124 -2.746019 -1.485888 1.3 -2.6 2.4
H -0.322868 -2.393569 -2.868655 -0.7 -0.4 -1.7
H -1.756471 -1.503199 -0.751340 0.7 -0.7 -0.2
H -1.439510 -0.565217 -2.098351 -0.8 1.4 -1.2
H 0.561155 0.492102 -0.958376 0.9 -0.4 -0.6
H 0.646982 -1.596730 0.959996 -1.2 2.4 -1.0
H 4.369473 -0.445959 1.873422 -0.3 -1.3 -0.3
H -1.824823 1.507060 -0.847765 0.9 -0.3 -1.2
H -2.899911 0.186407 0.618717 -1.2 -0.4 -0.2
H -1.620629 0.513083 1.775283 -0.7 0.2 1.2
H -2.614672 2.032727 1.112858 -0.1 -2.4 0.4
H 0.462808 1.814138 0.933523 1.9 0.5 1.4
H 0.288329 2.748566 -0.669166 0.1 -1.2 1.1
H -0.730592 3.105800 0.602774 -0.8 1.3 1.3